Model one:
Formula: C52H132N8O20
Source: the Open Molecules 2025 dataset
Level of theory: ωB97M-V/def2-TZVPD

```
! RIJCOSX wB97M-V def2-TZVPD def2/J DEFGRID3
* xyz 0 1
C -15.609 -18.073 -18.680
O -16.851 -17.469 -18.953
C -17.451 -16.647 -17.853
C -18.871 -16.165 -18.338
N -18.729 -15.375 -19.566
C -20.038 -15.271 -20.259
C -20.391 -16.566 -21.041
O -19.288 -17.076 -21.730
C -19.708 -18.236 -22.467
H -15.197 -17.801 -17.709
H -14.843 -17.717 -19.369
H -15.693 -19.159 -18.728
H -16.825 -15.793 -17.596
H -17.467 -17.368 -17.036
H -19.192 -15.596 -17.466
H -19.448 -17.071 -18.522
H -18.103 -15.906 -20.155
H -19.963 -14.518 -21.043
H -20.841 -14.893 -19.627
H -21.151 -16.239 -21.751
H -20.739 -17.255 -20.272
H -20.583 -18.131 -23.109
H -19.917 -19.098 -21.834
H -18.887 -18.442 -23.153
C -17.532 -20.909 -15.842
O -16.806 -19.668 -15.882
C -16.884 -18.841 -14.764
C -18.280 -18.764 -14.221
N -19.114 -17.990 -15.160
C -20.462 -18.114 -14.567
C -21.484 -17.514 -15.544
O -21.523 -18.203 -16.775
C -22.276 -17.397 -17.695
H -16.956 -21.533 -15.159
H -17.466 -21.418 -16.803
H -18.603 -20.827 -15.659
H -16.420 -17.867 -14.921
H -16.183 -19.396 -14.141
H -18.175 -18.326 -13.229
H -18.757 -19.728 -14.044
H -19.106 -18.487 -16.039
H -20.527 -17.562 -13.630
H -20.748 -19.149 -14.381
H -21.130 -16.490 -15.660
H -22.411 -17.390 -14.984
H -23.273 -17.134 -17.340
H -22.468 -17.991 -18.588
H -21.730 -16.476 -17.899
C -26.661 -16.322 -19.473
O -27.026 -15.061 -19.056
C -28.226 -14.504 -19.627
C -28.740 -13.298 -18.723
N -29.923 -12.673 -19.305
C -30.182 -11.437 -18.582
C -29.540 -10.154 -19.128
O -30.311 -9.649 -20.188
C -29.753 -8.557 -20.824
H -27.455 -16.944 -19.886
H -26.236 -16.963 -18.701
H -25.924 -16.199 -20.267
H -28.997 -15.263 -19.763
H -27.913 -14.144 -20.607
H -27.937 -12.561 -18.741
H -28.995 -13.636 -17.719
H -29.849 -12.455 -20.289
H -29.772 -11.509 -17.575
H -31.261 -11.324 -18.478
H -28.495 -10.435 -19.260
H -29.555 -9.344 -18.398
H -29.647 -7.655 -20.221
H -30.453 -8.171 -21.565
H -28.832 -8.737 -21.377
C -31.621 -15.753 -18.533
O -32.923 -15.701 -17.885
C -33.296 -14.442 -17.324
C -32.406 -14.050 -16.141
N -32.487 -15.163 -15.210
C -31.574 -15.113 -14.113
C -30.139 -15.124 -14.345
O -29.776 -15.900 -15.482
C -28.429 -15.991 -15.703
H -30.791 -15.459 -17.889
H -31.670 -15.020 -19.338
H -31.387 -16.688 -19.041
H -34.355 -14.460 -17.066
H -33.086 -13.717 -18.110
H -32.861 -13.134 -15.764
H -31.386 -13.939 -16.509
H -32.218 -15.983 -15.735
H -31.813 -15.956 -13.464
H -31.719 -14.270 -13.437
H -29.469 -15.256 -13.496
H -29.984 -14.109 -14.712
H -28.210 -16.041 -16.770
H -28.054 -16.812 -15.092
H -28.031 -15.032 -15.371
C -26.640 -5.986 -19.160
O -26.381 -7.043 -18.236
C -25.589 -8.116 -18.676
C -25.388 -9.049 -17.428
N -26.581 -9.738 -17.059
C -26.345 -10.624 -15.863
C -27.623 -11.329 -15.472
O -28.635 -10.410 -15.248
C -29.814 -10.889 -14.633
H -26.997 -6.327 -20.132
H -25.758 -5.366 -19.317
H -27.377 -5.263 -18.810
H -24.624 -7.892 -19.132
H -26.146 -8.732 -19.383
H -24.912 -8.510 -16.609
H -24.723 -9.815 -17.828
H -27.393 -9.163 -16.882
H -26.076 -9.996 -15.014
H -25.535 -11.351 -15.924
H -27.434 -11.948 -14.594
H -27.822 -12.016 -16.294
H -30.500 -11.315 -15.365
H -30.188 -9.999 -14.128
H -29.722 -11.587 -13.800
C -20.065 -8.435 -13.469
O -20.999 -9.450 -13.728
C -20.750 -10.258 -14.881
C -21.803 -11.388 -15.060
N -21.802 -12.258 -13.927
C -21.041 -13.498 -14.034
C -21.480 -14.400 -12.879
O -20.981 -13.961 -11.606
C -21.201 -14.738 -10.510
H -19.089 -8.854 -13.220
H -20.393 -7.790 -12.653
H -19.925 -7.706 -14.267
H -19.758 -10.683 -14.727
H -20.633 -9.677 -15.796
H -21.695 -11.978 -15.971
H -22.838 -11.049 -15.094
H -21.557 -11.755 -13.086
H -19.954 -13.422 -14.018
H -21.266 -14.018 -14.965
H -21.050 -15.393 -13.006
H -22.566 -14.483 -12.846
H -20.833 -15.732 -10.762
H -22.264 -14.680 -10.274
H -20.621 -14.294 -9.701
C -27.812 -11.461 -5.855
O -27.576 -12.409 -6.796
C -26.488 -13.345 -6.456
C -26.190 -14.237 -7.675
N -25.904 -13.569 -8.976
C -24.614 -12.897 -8.896
C -24.160 -12.414 -10.307
O -24.996 -11.319 -10.714
C -24.518 -10.643 -11.880
H -28.058 -11.941 -4.908
H -28.708 -10.906 -6.133
H -26.925 -10.826 -5.845
H -26.749 -13.957 -5.593
H -25.554 -12.820 -6.254
H -27.005 -14.943 -7.836
H -25.382 -14.949 -7.512
H -26.570 -12.812 -9.033
H -23.803 -13.552 -8.580
H -24.583 -12.074 -8.182
H -24.129 -13.175 -11.087
H -23.153 -12.000 -10.268
H -25.357 -10.109 -12.326
H -24.059 -11.287 -12.630
H -23.674 -9.981 -11.687
C -26.520 -11.299 -21.347
O -25.307 -11.438 -21.922
C -24.837 -12.744 -22.120
C -24.226 -13.377 -20.802
N -23.166 -12.512 -20.280
C -21.983 -12.324 -21.166
C -20.848 -11.580 -20.428
O -21.422 -10.397 -19.917
C -20.763 -9.998 -18.725
H -26.371 -11.206 -20.271
H -27.194 -12.133 -21.544
H -27.135 -10.439 -21.613
H -23.990 -12.647 -22.799
H -25.541 -13.407 -22.623
H -23.831 -14.371 -21.011
H -25.031 -13.503 -20.077
H -23.526 -11.568 -20.296
H -22.273 -11.691 -22.004
H -21.591 -13.232 -21.625
H -20.101 -11.319 -21.178
H -20.365 -12.208 -19.679
H -19.694 -9.863 -18.888
H -20.894 -10.664 -17.872
H -21.270 -9.078 -18.436
O -26.435 -18.067 -12.555
C -25.486 -17.002 -12.645
C -25.739 -15.809 -11.779
O -25.742 -15.932 -10.396
H -26.437 -18.421 -11.662
H -24.526 -17.459 -12.404
H -25.320 -16.728 -13.687
H -26.722 -15.441 -12.073
H -24.985 -15.057 -12.015
H -25.689 -15.072 -9.974
O -24.305 -13.274 -14.934
C -24.230 -14.410 -15.765
C -24.226 -13.949 -17.311
O -22.911 -13.798 -17.764
H -23.439 -12.936 -14.696
H -23.320 -15.007 -15.701
H -25.095 -15.024 -15.513
H -24.764 -13.007 -17.421
H -24.718 -14.680 -17.952
H -22.939 -13.236 -18.542
*
```

Computed properties:
Gap between HOMO and LUMO: 9.099 eV

=====

Model two:
Formula: C52H132N8O20
Source: the Open Molecules 2025 dataset
Level of theory: ωB97M-V/def2-TZVPD

```
! RIJCOSX wB97M-V def2-TZVPD def2/J DEFGRID3
* xyz 0 1
C 4.033 -33.146 7.060
O 4.528 -32.373 8.120
C 3.841 -31.153 8.381
C 4.326 -29.934 7.609
N 5.479 -29.224 8.079
C 6.611 -30.106 8.222
C 7.832 -29.403 8.688
O 7.771 -29.215 10.080
C 8.480 -28.071 10.520
H 4.587 -34.070 7.119
H 4.329 -32.698 6.113
H 2.973 -33.287 7.135
H 4.023 -30.993 9.463
H 2.760 -31.337 8.165
H 3.563 -29.213 7.696
H 4.509 -30.142 6.559
H 5.369 -28.791 9.023
H 6.801 -30.615 7.271
H 6.386 -30.962 8.918
H 7.889 -28.412 8.178
H 8.725 -30.043 8.451
H 8.021 -27.147 10.135
H 9.510 -28.048 10.226
H 8.394 -27.971 11.626
C -2.234 -27.216 3.406
O -0.852 -27.524 3.679
C 0.053 -27.446 2.502
C 1.411 -27.654 3.054
N 2.369 -27.772 1.973
C 3.675 -28.032 2.525
C 4.622 -28.520 1.449
O 5.830 -28.914 2.083
C 6.756 -29.312 1.177
H -2.737 -27.473 4.358
H -2.549 -27.816 2.563
H -2.379 -26.174 3.136
H -0.159 -26.531 1.912
H -0.235 -28.298 1.851
H 1.353 -28.527 3.695
H 1.744 -26.796 3.716
H 1.989 -28.544 1.411
H 3.647 -28.777 3.344
H 3.998 -27.019 2.872
H 4.784 -27.699 0.763
H 4.206 -29.367 0.945
H 7.719 -29.571 1.653
H 7.040 -28.535 0.419
H 6.330 -30.217 0.687
C -3.651 -31.336 10.418
O -2.644 -30.568 9.876
C -3.034 -29.218 9.773
C -1.789 -28.353 9.410
N -1.174 -28.920 8.133
C -0.069 -28.072 7.676
C 0.565 -28.742 6.462
O 1.130 -29.988 6.889
C 1.620 -30.716 5.845
H -4.549 -31.285 9.837
H -3.919 -31.009 11.417
H -3.320 -32.355 10.402
H -3.491 -28.918 10.712
H -3.761 -29.094 8.997
H -1.069 -28.381 10.282
H -2.110 -27.324 9.241
H -0.826 -29.819 8.434
H 0.674 -27.822 8.469
H -0.456 -27.112 7.246
H 1.289 -28.149 5.989
H -0.213 -28.896 5.676
H 0.998 -30.634 4.951
H 1.562 -31.754 6.100
H 2.619 -30.460 5.614
C 0.509 -32.375 9.897
O 0.473 -32.647 8.513
C -0.822 -32.987 8.141
C -0.833 -33.286 6.634
N 0.062 -34.385 6.205
C 0.239 -34.332 4.769
C 1.260 -35.323 4.268
O 2.512 -35.093 4.908
C 3.462 -35.939 4.400
H -0.193 -31.546 10.108
H 1.548 -32.092 10.108
H 0.243 -33.270 10.491
H -1.528 -32.171 8.308
H -1.167 -33.899 8.723
H -0.654 -32.352 6.092
H -1.889 -33.515 6.374
H 0.983 -34.249 6.606
H 0.413 -33.286 4.448
H -0.763 -34.497 4.324
H 1.487 -35.216 3.183
H 0.779 -36.359 4.365
H 3.490 -35.749 3.317
H 3.150 -36.975 4.639
H 4.435 -35.640 4.843
C -2.157 -30.888 3.301
O -1.679 -31.076 2.029
C -0.230 -31.293 2.011
C 0.273 -31.371 0.540
N 0.666 -30.070 -0.077
C 1.622 -30.285 -1.126
C 1.191 -31.237 -2.165
O 0.143 -30.581 -2.888
C -0.142 -31.135 -4.129
H -1.721 -30.056 3.853
H -2.047 -31.801 3.904
H -3.220 -30.703 3.249
H 0.094 -32.173 2.559
H 0.283 -30.430 2.544
H -0.486 -31.874 -0.017
H 1.253 -31.875 0.520
H -0.134 -29.562 -0.437
H 2.557 -30.619 -0.650
H 1.811 -29.288 -1.543
H 0.796 -32.142 -1.597
H 1.987 -31.669 -2.825
H 0.700 -31.491 -4.691
H -0.688 -30.385 -4.694
H -0.727 -32.038 -3.914
C 15.736 -38.322 5.100
O 14.438 -37.894 5.229
C 13.820 -37.383 4.047
C 12.423 -36.996 4.479
N 11.541 -38.118 4.737
C 10.209 -37.733 5.172
C 9.300 -37.263 4.023
O 9.612 -35.924 3.677
C 8.622 -35.310 2.823
H 15.865 -39.123 4.408
H 16.068 -38.594 6.090
H 16.305 -37.524 4.646
H 13.871 -38.083 3.259
H 14.338 -36.508 3.659
H 11.977 -36.390 3.687
H 12.486 -36.290 5.307
H 11.947 -38.677 5.476
H 10.260 -36.930 5.892
H 9.679 -38.620 5.573
H 8.197 -37.373 4.200
H 9.589 -37.866 3.175
H 8.691 -35.682 1.806
H 8.772 -34.223 2.863
H 7.574 -35.507 3.105
C 10.839 -30.464 -0.093
O 9.627 -31.013 0.296
C 9.604 -32.378 0.603
C 10.029 -33.256 -0.588
N 8.982 -33.157 -1.713
C 9.597 -33.659 -2.918
C 8.615 -33.671 -4.058
O 8.254 -32.320 -4.430
C 7.050 -32.330 -5.263
H 11.210 -30.713 -1.057
H 11.681 -30.797 0.553
H 10.707 -29.423 -0.020
H 8.617 -32.548 1.044
H 10.301 -32.580 1.411
H 9.999 -34.258 -0.187
H 11.037 -33.007 -0.867
H 8.703 -32.180 -1.800
H 9.947 -34.670 -2.712
H 10.460 -33.075 -3.221
H 7.719 -34.176 -3.706
H 8.962 -34.283 -4.914
H 7.155 -33.105 -6.046
H 6.936 -31.322 -5.683
H 6.131 -32.586 -4.714
C 4.060 -29.387 -3.515
O 4.343 -30.666 -3.066
C 5.373 -30.683 -2.157
C 5.755 -32.075 -1.671
N 4.618 -32.547 -0.850
C 4.595 -33.966 -0.651
C 3.367 -34.516 0.145
O 2.220 -34.066 -0.546
C 1.136 -34.871 -0.240
H 4.986 -28.905 -3.837
H 3.685 -28.765 -2.697
H 3.349 -29.428 -4.309
H 5.107 -30.128 -1.260
H 6.204 -30.094 -2.535
H 6.582 -31.957 -0.993
H 5.940 -32.701 -2.529
H 3.733 -32.289 -1.316
H 5.546 -34.278 -0.249
H 4.573 -34.434 -1.627
H 3.433 -34.121 1.145
H 3.451 -35.605 0.136
H 0.782 -34.624 0.791
H 1.347 -35.945 -0.243
H 0.355 -34.630 -0.958
O 7.250 -32.303 5.829
C 7.799 -33.034 6.932
C 8.516 -34.282 6.407
O 9.587 -33.891 5.594
H 7.937 -32.223 5.165
H 8.525 -32.452 7.501
H 7.016 -33.246 7.647
H 7.812 -34.867 5.808
H 8.861 -34.923 7.231
H 9.621 -34.605 4.923
O 3.005 -32.670 2.954
C 4.167 -31.883 2.965
C 5.515 -32.682 2.938
O 5.740 -33.608 3.998
H 3.010 -33.060 3.844
H 4.188 -31.261 2.079
H 4.166 -31.215 3.850
H 6.346 -31.966 2.833
H 5.484 -33.295 2.003
H 6.345 -33.285 4.683
*
```

Computed properties:
Gap between HOMO and LUMO: 8.622 eV

=====

Going by the energies, model two is most stable and the next is 249.6 kJ/mol up.

=====

Model one:
Formula: C3H10N2O2
Source: the Open Molecules 2025 dataset
Level of theory: ωB97M-V/def2-TZVPD

```
! RIJCOSX wB97M-V def2-TZVPD def2/J DEFGRID3
* xyz 2 1
C 0.592 -0.250 0.065
C -3.859 -0.623 0.103
C 1.747 0.724 0.062
N -0.572 0.227 0.088
N 2.948 -0.091 0.129
O 0.915 -1.512 -0.222
O -0.842 1.526 0.133
H -2.846 -0.648 0.061
H -4.473 -1.567 0.368
H -4.619 0.009 -0.383
H 1.838 1.410 -0.905
H 1.778 1.282 1.029
H 3.791 0.319 0.623
H 3.173 -0.230 -0.807
H 2.783 -1.009 0.471
H 0.249 -2.194 -0.031
H -1.619 1.849 -0.348
*
```

Computed properties:
Gap between HOMO and LUMO: 4.752 eV

=====

Model two:
Formula: C3H10N2O2
Source: the Open Molecules 2025 dataset
Level of theory: ωB97M-V/def2-TZVPD

```
! RIJCOSX wB97M-V def2-TZVPD def2/J DEFGRID3
* xyz 2 1
C 2.447 -0.728 0.052
N 1.072 0.265 -0.045
O 1.221 1.582 -0.409
C -0.103 -0.169 0.131
O -0.427 -1.429 0.100
C -1.255 0.812 0.136
N -2.544 0.093 -0.091
H 2.050 -1.754 -0.253
H 2.871 -0.473 1.020
H 3.189 -0.246 -0.624
H 1.999 2.090 -0.374
H 0.316 -2.173 0.262
H -1.361 1.216 1.156
H -1.229 1.505 -0.679
H -2.625 -0.267 -1.009
H -3.255 0.597 0.393
H -2.367 -0.920 0.233
*
```

Computed properties:
Gap between HOMO and LUMO: 11.604 eV

=====

Going by the energies, model two is most stable and the next is 252.3 kJ/mol up.